{
  "formula": "C3H4O4Rb",
  "method": "ωB97M-V with the def2-TZVPD basis set",
  "species": ["Rb", "O", "O", "O", "O", "C", "C", "C", "H", "H", "H", "H"],
  "positions_angstrom": [[1.97, -0.73, 2.82], [1.63, -1.29, 0.04], [-0.20, 0.11, 0.40], [-2.07, 0.82, -0.61], [-1.62, 1.16, 1.59], [-1.38, 0.75, 0.36], [1.58, -0.57, -1.08], [0.17, -0.69, -0.70], [-2.28, 1.86, 1.58], [0.61, -0.34, -2.05], [2.11, 0.37, -1.29], [-0.52, -1.45, -1.06]],
  "energy_ev": -12009.2726,
  "homo_energy_ev": [-11.534, -11.512],
  "total_charge": 1,
  "de_lowest_ev": 6.500
}

{
  "formula": "C3H4O4Sr",
  "method": "ωB97M-V with the def2-TZVPD basis set",
  "species": ["Sr", "O", "O", "O", "O", "C", "C", "C", "H", "H", "H", "H"],
  "positions_angstrom": [[-0.78, -2.32, 2.22], [-0.15, -0.55, -1.37], [0.23, 2.07, 0.89], [-1.34, -1.94, -0.09], [0.75, -1.56, 0.41], [-0.21, -1.45, -0.41], [0.68, 0.71, -1.03], [-0.09, 1.69, -0.22], [1.65, 0.35, -0.66], [1.10, 1.28, -1.88], [-1.04, 2.03, -0.68], [-0.78, -0.32, 2.82]],
  "energy_ev": -12199.8738,
  "homo_energy_ev": -7.715,
  "de_lowest_ev": 0.939
}

{
  "formula": "C3H4O4Yb",
  "method": "ωB97M-V with the def2-TZVPD basis set",
  "species": ["Yb", "O", "O", "O", "O", "C", "C", "C", "H", "H", "H", "H"],
  "positions_angstrom": [[0.29, -1.03, 1.83], [-0.97, -0.89, 3.51], [1.78, -0.01, -2.06], [1.49, -1.40, -0.35], [-0.21, -0.74, -1.59], [1.16, -0.91, -1.47], [-0.73, 0.27, -0.78], [-0.10, 1.48, -0.94], [0.05, 1.87, -1.95], [-0.24, 2.32, -0.27], [-1.72, 0.11, -0.35], [-0.80, -1.08, 4.43]],
  "energy_ev": -42892.7883,
  "homo_energy_ev": -8.564,
  "de_lowest_ev": 1.631
}

{
  "formula": "C3H4O5",
  "method": "ωB97M-V with the def2-TZVPD basis set",
  "species": ["O", "O", "O", "O", "O", "C", "C", "C", "H", "H", "H", "H"],
  "positions_angstrom": [[1.75, 2.58, -0.93], [0.65, -0.50, 1.91], [-0.73, -0.85, -1.36], [-1.57, -1.73, 0.55], [-0.95, 0.50, 0.47], [0.27, -0.13, 0.69], [-0.81, -0.76, 0.00], [1.78, 1.43, -1.19], [1.86, 1.05, -2.15], [-1.84, -1.49, 1.52], [-1.49, -0.37, -1.82], [1.07, 0.28, 2.31]],
  "energy_ev": -13407.5899,
  "homo_energy_ev": [-8.381, -8.609],
  "de_lowest_ev": 6.253
}